1.
14
Properties=species:S:1:pos:R:3:nbo_charge:R:1 method="wB97M-V/def2-TZVPD" smiles="CC(=O)NCN" molar_mass_da=88.1 orbital_gap_ev=10.2 e_above_lowest_kcal_mol=18.5 lumo_energy_ev=0.95 energy_ev=-8268.524 e_homo_ev=-9.27
O -0.347 1.585 -0.946 -0.61
C 0.376 0.621 -0.799 0.69
N -0.140 -0.626 -0.525 -0.66
C -1.351 -0.731 0.275 -0.06
N -1.147 -0.321 1.642 -0.87
C 1.876 0.778 -0.817 -0.72
H 0.409 -1.435 -0.750 0.39
H -2.098 -0.080 -0.167 0.21
H -1.695 -1.766 0.184 0.17
H -1.811 0.364 1.947 0.38
H -0.796 -1.024 2.263 0.37
H 2.253 1.124 -1.776 0.24
H 2.045 1.590 -0.100 0.25
H 2.426 -0.080 -0.433 0.21

2.
14
Properties=species:S:1:pos:R:3:nbo_charge:R:1 method="wB97M-V/def2-TZVPD" smiles="C[C@H](N)C(N)=O" molar_mass_da=88.1 orbital_gap_ev=10.3 e_above_lowest_kcal_mol=11.2 lumo_energy_ev=0.87 energy_ev=-8268.839 e_homo_ev=-9.45
N -0.749 0.315 -1.239 -0.84
C 0.185 -0.294 -0.247 -0.15
C 1.644 0.089 -0.466 -0.62
C -0.293 0.081 1.162 0.68
N -1.598 -0.290 1.440 -0.83
O 0.420 0.607 1.978 -0.59
H -0.195 0.695 -1.995 0.36
H -1.290 -0.423 -1.670 0.36
H 0.107 -1.387 -0.293 0.19
H 1.843 1.058 -0.009 0.23
H 2.248 -0.626 0.066 0.23
H 1.855 0.187 -1.526 0.20
H -1.991 0.271 2.183 0.39
H -2.185 -0.283 0.616 0.38

3.
14
Properties=species:S:1:pos:R:3:nbo_charge:R:1 method="wB97M-V/def2-TZVPD" molar_mass_da=88.1 orbital_gap_ev=10.1 e_above_lowest_kcal_mol=55.2 lumo_energy_ev=0.92 energy_ev=-8266.933 e_homo_ev=-9.14
C 0.853 1.343 0.151 -0.05
C 0.520 -0.327 0.021 -0.50
C -0.919 -0.392 -0.028 0.49
N -1.188 -1.966 -0.015 -0.95
O 2.206 1.443 0.513 -0.73
N -1.803 0.464 -0.185 -0.67
H 2.631 2.178 0.059 0.47
H -0.487 -2.639 0.258 0.38
H -1.854 -2.353 -0.670 0.37
H -2.750 0.093 -0.233 0.36
H 0.620 1.796 -0.818 0.17
H 0.229 1.797 0.925 0.17
H 1.000 -0.663 -0.895 0.24
H 0.941 -0.775 0.918 0.24

4.
14
Properties=species:S:1:pos:R:3:nbo_charge:R:1 method="wB97M-V/def2-TZVPD" molar_mass_da=88.1 orbital_gap_ev="9.9 / 8.9" e_above_lowest_kcal_mol=168.2 lumo_energy_ev="0.71 / 0.06" energy_ev=-8262.031 e_homo_ev="-9.21 / -8.85"
C -0.618 1.175 -0.523 -0.31
C 0.455 0.951 0.446 -0.17
C -0.232 0.938 1.821 -0.60
N -0.201 -0.090 -0.276 -0.19
N 0.737 -2.652 -1.629 -0.34
O 1.270 -1.498 -1.899 -0.33
H -1.584 1.425 -0.084 0.20
H -0.462 1.581 -1.584 0.22
H 1.427 1.145 0.359 0.21
H 0.224 1.364 2.662 0.22
H -0.513 -0.047 2.039 0.21
H -1.220 1.509 1.671 0.19
H 0.074 -2.891 -2.292 0.34
H 0.642 -2.912 -0.710 0.34

5.
14
Properties=species:S:1:pos:R:3:nbo_charge:R:1 method="wB97M-V/def2-TZVPD" molar_mass_da=88.1 orbital_gap_ev=8.3 e_above_lowest_kcal_mol=142.9 lumo_energy_ev=0.66 energy_ev=-8263.131 e_homo_ev=-7.66
C 0.379 -1.460 -0.743 -0.14
C 0.395 0.553 -0.461 -0.45
C -0.623 0.464 0.462 0.56
N -0.360 2.499 0.220 -1.02
O 0.574 -2.293 0.387 -0.73
N -1.442 -0.057 1.194 -0.61
H 1.522 -2.336 0.572 0.47
H 0.085 2.727 1.109 0.33
H -1.348 2.744 0.295 0.34
H -1.377 -1.085 1.212 0.40
H 1.182 -1.577 -1.472 0.16
H -0.552 -1.783 -1.207 0.17
H 1.388 0.763 -0.088 0.26
H 0.176 0.842 -1.479 0.26

6.
14
Properties=species:S:1:pos:R:3:nbo_charge:R:1 method="wB97M-V/def2-TZVPD" smiles="CN(C)C(N)=O" molar_mass_da=88.1 orbital_gap_ev=10.1 e_above_lowest_kcal_mol=11.4 lumo_energy_ev=0.94 energy_ev=-8268.830 e_homo_ev=-9.20
C -1.259 -1.002 0.312 -0.41
N -0.225 0.013 0.250 -0.50
C -0.666 1.261 -0.363 -0.41
C 1.007 -0.489 -0.215 0.79
O 1.131 -1.477 -0.909 -0.62
N 2.070 0.258 0.246 -0.84
H -0.883 -1.846 0.895 0.21
H -2.121 -0.578 0.835 0.20
H -1.570 -1.368 -0.676 0.19
H -1.108 1.093 -1.361 0.18
H -1.424 1.733 0.272 0.20
H 0.176 1.953 -0.469 0.22
H 2.969 -0.174 0.098 0.40
H 1.931 0.646 1.169 0.39

7.
14
Properties=species:S:1:pos:R:3:nbo_charge:R:1 method="wB97M-V/def2-TZVPD" smiles="C=NC.NC=O" molar_mass_da=88.1 orbital_gap_ev=10.8 e_above_lowest_kcal_mol=44.1 lumo_energy_ev=1.04 energy_ev=-8267.412 e_homo_ev=-9.80
C 1.049 -1.118 -1.082 -0.47
C -0.900 -1.975 -0.142 -0.03
N 0.073 -1.196 0.012 -0.42
H 1.917 -1.733 -0.875 0.21
H 0.555 -1.244 -2.051 0.19
H 1.294 -0.053 -1.180 0.23
H -1.800 -1.919 0.470 0.17
H -0.983 -2.703 -0.961 0.14
C -0.257 2.499 0.513 0.53
N -0.050 1.501 1.421 -0.87
O 0.155 2.450 -0.615 -0.59
H -0.919 3.282 0.924 0.10
H -0.094 1.689 2.407 0.38
H -0.040 0.518 1.159 0.43

8.
14
Properties=species:S:1:pos:R:3:nbo_charge:R:1 method="wB97M-V/def2-TZVPD" smiles="[H]/N=C/N.C=CO" molar_mass_da=88.1 orbital_gap_ev=9.5 e_above_lowest_kcal_mol=85.8 lumo_energy_ev=0.84 energy_ev=-8265.603 e_homo_ev=-8.65
C -0.594 2.762 1.838 -0.53
C -0.987 1.513 1.492 0.16
O -0.608 0.721 0.525 -0.70
H -1.437 3.341 2.293 0.22
H 0.439 3.083 1.574 0.20
H -1.914 1.210 1.988 0.12
H -0.353 -0.215 0.835 0.51
N 1.913 -1.443 -1.271 -0.80
C 0.659 -1.806 -1.671 0.30
N -0.497 -1.552 -0.919 -0.76
H 2.485 -2.325 -1.098 0.38
H 1.896 -0.974 -0.285 0.38
H 0.660 -2.296 -2.618 0.15
H -1.293 -1.442 -1.517 0.35

9.
14
Properties=species:S:1:pos:R:3:nbo_charge:R:1 method="wB97M-V/def2-TZVPD" molar_mass_da=88.1 orbital_gap_ev=9.4 e_above_lowest_kcal_mol=103.6 lumo_energy_ev=0.40 energy_ev=-8264.832 e_homo_ev=-8.98
C 1.874 0.058 -0.038 -0.62
C 0.580 -0.612 0.323 -0.24
C -1.815 -0.576 -0.158 0.24
H 1.985 1.090 0.462 0.22
H 2.696 -0.659 0.129 0.23
H 1.705 0.280 -1.212 0.19
H 0.695 -0.794 1.463 0.17
H 0.540 -1.598 -0.127 0.21
H 0.153 1.922 -0.661 0.48
H -1.690 -1.610 -0.676 0.18
H -2.652 0.981 0.392 0.35
N -0.538 0.078 -0.193 -0.20
N -2.944 -0.011 0.159 -0.65
O -0.589 1.450 0.137 -0.57

10.
14
Properties=species:S:1:pos:R:3:nbo_charge:R:1 method="wB97M-V/def2-TZVPD" smiles="CNCC(N)=O" molar_mass_da=88.1 orbital_gap_ev=10.2 e_above_lowest_kcal_mol=34.1 lumo_energy_ev=0.95 energy_ev=-8267.847 e_homo_ev=-9.26
C 0.678 -0.760 -1.529 -0.45
N 0.739 0.569 -0.898 -0.61
C -0.441 0.753 -0.021 -0.33
C -0.623 -0.335 1.084 0.68
N -0.239 0.231 2.275 -0.84
O -1.012 -1.467 0.924 -0.58
H 0.060 -0.720 -2.453 0.17
H 0.087 -1.534 -1.062 0.23
H 1.679 -1.069 -1.829 0.20
H 0.578 1.180 -1.687 0.35
H -1.347 0.919 -0.623 0.19
H -0.282 1.723 0.459 0.20
H 0.598 0.786 2.247 0.40
H -0.476 -0.276 3.114 0.40